The following is a DFT calculation (wB97M-V/def2-TZVPD) of 3 unconnected molecules or ions with the total composition C45H74BClN5O11.

Last columns: bonded neighbours and bond lengths (Å).
Atoms and positions in Å:
1 C -0.3870 -7.3667 2.8891  C2 1.544, H42 1.090, H43 1.082, H44 1.085
2 C -1.5147 -7.3045 1.8357  C1 1.544, C3 1.545, H45 1.085, H46 1.084
3 C -1.1717 -6.3316 0.6856  C2 1.545, C4 1.511, H47 1.088, H48 1.087
4 C -1.2365 -4.9292 1.2439  C3 1.511, O5 1.471, H49 1.085, H50 1.088
5 O -0.6309 -3.8546 0.4429  C4 1.471, N6 1.358
6 N 0.1553 -4.2854 -0.5768  O5 1.358, C7 1.353, C29 1.350
7 C 1.4475 -4.5632 -0.2872  N6 1.353, Cl8 1.694, C9 1.390
8 Cl 1.9697 -4.4207 1.3180  C7 1.694
9 C 2.3258 -4.9800 -1.2806  C7 1.390, O10 1.349, C13 1.395
10 O 3.6066 -5.3194 -1.0269  C9 1.349, N11 1.527
11 N 4.4126 -4.1599 -0.4461  O10 1.527, O12 1.131
12 O 5.1655 -4.5488 0.3036  N11 1.131
13 C 1.8310 -5.1060 -2.5793  C9 1.395, C14 1.501, C25 1.392
14 C 2.6894 -5.6175 -3.6997  C13 1.501, O15 1.183, O16 1.327
15 O 2.4144 -6.6623 -4.1819  C14 1.183
16 O 3.6747 -4.8300 -4.1123  C14 1.327, C17 1.465
17 C 5.0160 -5.3985 -3.9562  O16 1.465, C18 1.531, H51 1.086, H52 1.084
18 C 6.0072 -4.2868 -3.6033  C17 1.531, C19 1.534, H53 1.085, H54 1.085
19 C 5.4707 -2.8808 -3.9012  C18 1.534, C20 1.500, H55 1.087, H56 1.083
20 C 4.9244 -2.1856 -2.6899  C19 1.500, O21 1.193, O22 1.355
21 O 5.5960 -1.9127 -1.7423  C20 1.193
22 O 3.5938 -1.9347 -2.7263  C20 1.355, C23 1.450
23 C 3.2170 -0.5763 -2.3860  O22 1.450, C24 1.516, H57 1.087, H58 1.085
24 C 4.0871 0.4705 -3.0539  C23 1.516, H59 1.086, H60 1.088, H61 1.085
25 C 0.4980 -4.8057 -2.8463  C13 1.392, B26 1.604, C29 1.389
26 B -0.0010 -5.0065 -4.3572  C25 1.604, N27 1.456, O28 1.362
27 N -1.1697 -5.8477 -4.5756  B26 1.456, H62 1.017, H63 1.014
28 O 0.6555 -4.3969 -5.3831  B26 1.362, H64 0.967
29 C -0.3425 -4.3719 -1.8286  N6 1.350, C25 1.389, C30 1.501
30 C -1.7760 -4.0111 -2.0894  C29 1.501, O31 1.408, H65 1.084, H66 1.095
31 O -2.1170 -2.8328 -1.3978  C30 1.408, C32 1.379
32 C -3.3193 -2.2629 -1.7606  O31 1.379, C33 1.385, C38 1.404
33 C -4.2902 -2.9060 -2.5108  C32 1.385, C34 1.398, H67 1.083
34 C -5.4783 -2.2744 -2.8884  C33 1.398, C35 1.507, C36 1.388
35 C -6.5099 -2.9755 -3.7346  C34 1.507, H68 1.087, H69 1.086, H70 1.085
36 C -5.6755 -0.9609 -2.4849  C34 1.388, C37 1.393, H71 1.080
37 C -4.7151 -0.3209 -1.7054  C36 1.393, C38 1.391, H72 1.079
38 C -3.5320 -0.9457 -1.3242  C32 1.404, C37 1.391, C39 1.521
39 C -2.5313 -0.1852 -0.4683  C38 1.521, C40 1.531, C41 1.550, H73 1.087
40 C -2.3043 -0.8602 0.8868  C39 1.531, H74 1.089, H75 1.087, H76 1.085
41 C -1.2061 0.0085 -1.2484  C39 1.550, H77 1.086, H78 1.085, H79 1.086
42 H 0.4870 -6.8569 2.4839  C1 1.090
43 H -0.1053 -8.3846 3.1248  C1 1.082
44 H -0.6430 -6.8132 3.7867  C1 1.085
45 H -2.4539 -7.0101 2.2932  C2 1.085
46 H -1.5960 -8.2912 1.3934  C2 1.084
47 H -0.1909 -6.6347 0.3244  C3 1.088
48 H -1.9370 -6.4818 -0.0717  C3 1.087
49 H -0.8251 -4.8471 2.2440  C4 1.085
50 H -2.2847 -4.6534 1.3332  C4 1.088
51 H 5.3027 -5.8565 -4.8984  C17 1.086
52 H 4.9817 -6.1972 -3.2244  C17 1.084
53 H 6.8820 -4.4354 -4.2277  C18 1.085
54 H 6.3362 -4.3931 -2.5745  C18 1.085
55 H 6.2992 -2.2707 -4.2534  C19 1.087
56 H 4.7264 -2.8782 -4.6886  C19 1.083
57 H 3.2611 -0.4743 -1.3044  C23 1.087
58 H 2.1805 -0.4588 -2.6842  C23 1.085
59 H 4.9474 0.6589 -2.4181  C24 1.086
60 H 4.4373 0.1546 -4.0339  C24 1.088
61 H 3.5564 1.4130 -3.1331  C24 1.085
62 H -0.8855 -6.7789 -4.8681  N27 1.017
63 H -1.7710 -5.4481 -5.2877  N27 1.014
64 H 0.8683 -3.4744 -5.1877  O28 0.967
65 H -1.9272 -3.8447 -3.1503  C30 1.084
66 H -2.4078 -4.8452 -1.7659  C30 1.095
67 H -4.1496 -3.9264 -2.8444  C33 1.083
68 H -6.1872 -3.0168 -4.7719  C35 1.087
69 H -6.6845 -3.9742 -3.3464  C35 1.086
70 H -7.4275 -2.3967 -3.7236  C35 1.085
71 H -6.5732 -0.4248 -2.7545  C36 1.080
72 H -4.8848 0.7011 -1.4020  C37 1.079
73 H -2.9651 0.7928 -0.2778  C39 1.087
74 H -1.3394 -0.5611 1.2945  C40 1.089
75 H -3.0859 -0.6060 1.5978  C40 1.087
76 H -2.2936 -1.9421 0.8046  C40 1.085
77 H -0.7854 0.9764 -0.9910  C41 1.086
78 H -0.5103 -0.7857 -0.9985  C41 1.085
79 H -1.4152 0.0125 -2.3137  C41 1.086
80 C 2.6253 2.0234 2.3958  C81 1.549, H91 1.091, H92 1.085, H93 1.091
81 C 3.7505 2.5139 1.4502  C80 1.549, C82 1.532, N86 1.497, C90 1.526
82 C 4.5358 3.6635 2.0890  C81 1.532, C83 1.525, H94 1.095, H95 1.091
83 C 3.7874 4.9924 2.0925  C82 1.525, C84 1.527, H96 1.094, H97 1.091
84 C 3.3425 5.3491 0.6761  C83 1.527, C85 1.528, H98 1.092, H99 1.095
85 C 2.5167 4.2437 0.0184  C84 1.528, N86 1.500, C88 1.542, C89 1.525
86 N 3.1919 2.9081 0.1188  C81 1.497, C85 1.500, O87 1.296
87 O 4.1319 2.8373 -0.7706  N86 1.296
88 C 1.1188 4.2176 0.6679  C85 1.542, H100 1.091, H101 1.089, H102 1.088
89 C 2.2669 4.5958 -1.4446  C85 1.525, H103 1.089, H104 1.089, H105 1.092
90 C 4.6909 1.3194 1.3163  C81 1.526, H106 1.092, H107 1.090, H108 1.089
91 H 2.8608 2.2543 3.4353  C80 1.091
92 H 1.6474 2.4423 2.1852  C80 1.085
93 H 2.4998 0.9423 2.3176  C80 1.091
94 H 5.4770 3.7992 1.5466  C82 1.095
95 H 4.8110 3.3872 3.1083  C82 1.091
96 H 2.9307 4.9453 2.7711  C83 1.094
97 H 4.4398 5.7781 2.4775  C83 1.091
98 H 2.7593 6.2718 0.6900  C84 1.092
99 H 4.2309 5.5544 0.0701  C84 1.095
100 H 0.5582 3.3315 0.3657  C88 1.091
101 H 0.5402 5.0854 0.3536  C88 1.089
102 H 1.1408 4.2646 1.7550  C88 1.088
103 H 3.1910 4.7694 -1.9933  C89 1.089
104 H 1.6792 5.5106 -1.5028  C89 1.089
105 H 1.7089 3.8041 -1.9485  C89 1.092
106 H 4.2049 0.4894 0.7997  C90 1.092
107 H 4.9749 0.9788 2.3125  C90 1.090
108 H 5.6055 1.5644 0.7792  C90 1.089
109 C -3.8994 4.2159 5.0471  C110 1.549, H120 1.091, H121 1.084, H122 1.091
110 C -2.7793 4.7564 4.1234  C109 1.549, C111 1.532, N115 1.497, C119 1.526
111 C -2.0462 5.9271 4.7852  C110 1.532, C112 1.525, H123 1.095, H124 1.091
112 C -2.8413 7.2282 4.7892  C111 1.525, C113 1.527, H125 1.094, H126 1.091
113 C -3.2760 7.5818 3.3689  C112 1.527, C114 1.529, H127 1.092, H128 1.095
114 C -4.0516 6.4549 2.6868  C113 1.529, N115 1.500, C117 1.543, C118 1.525
115 N -3.3311 5.1427 2.7867  C110 1.497, C114 1.500, O116 1.295
116 O -2.3756 5.1157 1.9130  N115 1.295
117 C -5.4597 6.3746 3.3121  C114 1.543, H129 1.091, H130 1.090, H131 1.088
118 C -4.2897 6.8087 1.2223  C114 1.525, H132 1.088, H133 1.089, H134 1.091
119 C -1.7945 3.5983 3.9933  C110 1.526, H135 1.091, H136 1.091, H137 1.089
120 H -3.6883 4.4451 6.0921  C109 1.091
121 H -4.8882 4.6009 4.8251  C109 1.084
122 H -3.9846 3.1325 4.9570  C109 1.091
123 H -1.1018 6.1022 4.2585  C111 1.095
124 H -1.7768 5.6510 5.8061  C111 1.091
125 H -3.7059 7.1444 5.4537  C112 1.094
126 H -2.2235 8.0330 5.1916  C112 1.091
127 H -3.8912 8.4836 3.3812  C113 1.092
128 H -2.3856 7.8236 2.7795  C113 1.095
129 H -5.9817 5.4721 2.9907  C117 1.091
130 H -6.0555 7.2278 2.9889  C117 1.090
131 H -5.4586 6.4124 4.3996  C117 1.088
132 H -3.3634 7.0184 0.6907  C118 1.088
133 H -4.9081 7.7030 1.1603  C118 1.089
134 H -4.8098 6.0017 0.7037  C118 1.091
135 H -2.2429 2.7580 3.4614  C119 1.091
136 H -1.5135 3.2586 4.9909  C119 1.091
137 H -0.8812 3.8837 3.4722  C119 1.089

Calculated values
Total charge: +1
Kohn-Sham gap (spin up / spin down): 5.89 / 6.61 eV
E_HOMO (spin up / spin down): -9.889 / -10.608 eV
LUMO (spin up / spin down): -3.999 / -3.999 eV
Multiplicity: 3
⟨S²⟩: 2.008

These are the Löwdin partial charges, in e, on atoms 1 to 99:
1. C -0.09
2. C -0.22
3. C -0.19
4. C -0.13
5. O -0.07
6. N -0.02
7. C -0.48
8. Cl 0.93
9. C -0.23
10. O -0.03
11. N 0.07
12. O 0.18
13. C 0.05
14. C -0.47
15. O 0.22
16. O 0.02
17. C -0.10
18. C -0.12
19. C -0.08
20. C -0.54
21. O 0.13
22. O -0.04
23. C -0.19
24. C -0.05
25. C 0.07
26. B -0.55
27. N 0.18
28. O 0.20
29. C -0.04
30. C -0.10
31. O -0.05
32. C -0.20
33. C 0.02
34. C -0.27
35. C -0.04
36. C -0.04
37. C -0.01
38. C -0.14
39. C -0.34
40. C -0.05
41. C -0.05
42. H 0.05
43. H 0.08
44. H 0.07
45. H 0.11
46. H 0.11
47. H 0.11
48. H 0.11
49. H 0.11
50. H 0.14
51. H 0.13
52. H 0.13
53. H 0.12
54. H 0.11
55. H 0.14
56. H 0.12
57. H 0.11
58. H 0.11
59. H 0.08
60. H 0.09
61. H 0.08
62. H 0.10
63. H 0.09
64. H 0.13
65. H 0.13
66. H 0.15
67. H 0.11
68. H 0.08
69. H 0.08
70. H 0.08
71. H 0.11
72. H 0.12
73. H 0.13
74. H 0.08
75. H 0.08
76. H 0.05
77. H 0.07
78. H 0.06
79. H 0.08
80. C -0.02
81. C -0.48
82. C -0.14
83. C -0.17
84. C -0.13
85. C -0.49
86. N -0.07
87. O -0.03
88. C -0.04
89. C -0.04
90. C -0.05
91. H 0.09
92. H 0.05
93. H 0.08
94. H 0.13
95. H 0.12
96. H 0.11
97. H 0.12
98. H 0.13
99. H 0.13